(1)
21
Properties=species:S:1:pos:R:3 method="wB97M-V/def2-TZVPD" homo_lumo_gap_ev=9.6 smiles="CC=C=CCN(C)C" e_tot_ha=-329.127601 relative_energy_ev=3.915 e_lumo_ev=1.06
C -3.698 0.774 0.399
C -2.828 -0.125 -0.432
C -1.671 -0.643 -0.249
C -0.437 -1.160 -0.107
C 0.704 -0.489 -0.945
N 1.546 0.303 -0.035
C 2.858 0.895 -0.459
C 1.913 -0.446 1.135
H -4.469 0.276 1.117
H -4.327 1.368 -0.238
H -3.033 1.486 1.122
H -3.165 -0.442 -1.443
H -0.358 -2.042 0.581
H 1.155 -1.272 -1.768
H 0.217 0.274 -1.455
H 3.042 1.540 0.441
H 3.705 0.092 -0.663
H 2.709 1.562 -1.393
H 2.538 -1.299 0.854
H 1.064 -0.797 1.732
H 2.537 0.145 1.806

=====

(2)
66
Properties=species:S:1:pos:R:3 method="wB97M-V/def2-TZVPD" homo_lumo_gap_ev=7.4 total_charge=-1 e_tot_ha=-4442.392553 relative_energy_ev=0.478 e_lumo_ev=2.45
Cu 0.094 1.720 -0.278
O -1.138 0.777 1.337
S -2.136 1.781 0.951
O -2.863 2.359 2.053
O -1.550 2.780 0.031
C -3.330 0.889 -0.035
C -4.677 1.131 0.199
C -5.636 0.456 -0.535
C -5.243 -0.461 -1.501
C -3.898 -0.693 -1.739
C -2.913 -0.019 -1.019
P -1.105 -0.320 -1.318
C -1.007 -2.059 -0.685
C -1.417 -3.163 -1.435
C -1.307 -4.450 -0.924
C -0.781 -4.657 0.344
C -0.377 -3.568 1.101
C -0.489 -2.279 0.594
C -1.052 -0.561 -3.138
C -1.814 0.249 -3.983
C -1.633 0.215 -5.358
C -0.671 -0.614 -5.918
C 0.118 -1.398 -5.088
C -0.065 -1.365 -3.714
H -4.946 1.841 0.972
H -6.687 0.639 -0.352
H -5.988 -1.003 -2.072
H -3.606 -1.406 -2.500
H -1.825 -3.026 -2.428
H -1.630 -5.293 -1.524
H -0.679 -5.662 0.734
H 0.043 -3.712 2.090
H -0.174 -1.437 1.194
H -2.554 0.918 -3.558
H -2.243 0.845 -5.996
H -0.525 -0.636 -6.991
H 0.887 -2.033 -5.512
H 0.568 -1.974 -3.078
C 0.317 4.043 4.058
C 1.326 2.986 3.692
C 1.462 1.832 4.459
C 2.406 0.871 4.138
C 3.238 1.078 3.047
C 3.128 2.221 2.271
C 2.159 3.158 2.589
S 4.528 -0.100 2.761
O 5.726 0.511 3.271
O 4.077 -1.364 3.283
N 4.760 -0.306 1.159
C 3.786 -1.039 0.326
C 2.534 -0.281 -0.091
C 2.844 1.089 -0.710
O 4.032 1.331 -0.978
O 1.872 1.903 -0.908
H -0.492 3.624 4.657
H -0.117 4.495 3.165
H 0.803 4.835 4.634
H 0.794 1.667 5.297
H 2.494 -0.047 4.708
H 3.766 2.377 1.407
H 2.038 4.028 1.954
H 5.056 0.552 0.691
H 3.517 -1.943 0.870
H 4.335 -1.319 -0.570
H 1.847 -0.143 0.747
H 2.013 -0.871 -0.850

=====

(3)
53
Properties=species:S:1:pos:R:3 method="wB97M-V/def2-TZVPD" homo_lumo_gap_ev=9.6 e_tot_ha=-1281.243329 relative_energy_ev=0.990 e_lumo_ev=-0.09
O 1.439 1.286 -2.542
C 1.144 0.145 -2.868
C -0.220 -0.396 -2.707
C -1.006 0.477 -1.734
C -0.391 0.407 -0.360
C -0.444 1.408 0.518
N 0.334 1.472 1.702
C 0.032 0.919 2.795
H 1.904 -0.449 -3.387
H -0.748 -0.401 -3.678
H -0.226 -1.449 -2.396
H -2.055 0.173 -1.694
H -1.020 1.504 -2.108
H 0.176 -0.486 -0.118
H -0.943 2.361 0.318
H 0.738 0.989 3.624
H -0.839 0.306 2.990
H 0.574 2.715 -1.941
H 0.670 3.467 -0.591
O 0.241 3.506 -1.465
H 3.352 -4.063 -0.492
H 3.434 -2.514 -0.415
O 3.430 -3.326 0.130
H 2.854 -0.206 -0.845
H 1.774 -1.343 -0.447
O 2.419 -1.034 -1.158
H -4.251 -0.694 1.725
H -4.698 0.758 1.435
O -4.425 0.169 2.156
H -1.485 3.490 -1.375
H -2.746 4.388 -1.343
O -2.471 3.470 -1.301
H 1.918 3.958 1.397
H 0.927 2.753 1.450
O 1.600 3.200 0.886
H 1.709 -1.374 1.705
H 1.984 -2.766 1.023
O 1.280 -2.084 1.165
H 1.663 0.668 2.206
H 3.021 0.420 1.476
O 2.453 0.111 2.193
H -3.101 -3.491 -0.011
H -3.096 -5.071 0.069
O -2.575 -4.301 -0.188
H 2.678 2.166 -0.037
H 2.788 1.571 -1.436
O 3.217 1.521 -0.547
H -0.394 -2.532 1.573
H -1.496 -3.590 1.182
O -1.321 -2.835 1.776
H -3.418 -1.362 -0.097
H -2.760 -2.064 1.145
O -3.625 -1.946 0.643

=====

(4)
81
Properties=species:S:1:pos:R:3 method="wB97M-V/def2-TZVPD" homo_lumo_gap_ev=9.4 smiles="CP(C)[C@]1(COC(F)(F)F)OS(=O)(=O)O[C@@]1(CCC(F)(F)C(F)(F)C(F)(F)C(F)(F)S(F)(F)(F)(F)F)OC#N.CC(C)=O.CC(C)=O.CC(C)=O" e_tot_ha=-4323.695483 e_lumo_ev=0.15
C 4.756 -0.517 1.119
P 4.843 -2.350 1.072
C 4.958 -3.025 2.780
C 3.292 -3.047 0.314
C 3.619 -4.562 0.082
O 4.407 -4.715 -1.087
C 5.505 -5.491 -0.964
F 6.501 -4.897 -0.304
F 5.242 -6.644 -0.330
F 5.935 -5.777 -2.187
O 3.045 -2.448 -0.970
S 1.590 -2.905 -1.487
O 0.912 -1.804 -2.066
O 1.697 -4.088 -2.258
O 0.988 -3.215 -0.028
C 1.929 -2.928 1.014
C 1.603 -1.630 1.740
C 1.234 -0.475 0.806
C 0.917 0.812 1.555
F 1.319 1.879 0.841
F 1.667 0.825 2.711
C -0.543 1.031 2.057
F -0.774 0.290 3.153
F -0.615 2.328 2.435
C -1.702 0.831 0.999
F -1.203 1.131 -0.210
F -2.663 1.723 1.293
C -2.382 -0.579 1.085
F -3.217 -0.535 2.126
F -1.482 -1.534 1.347
S -3.374 -1.114 -0.453
F -4.727 -1.192 0.363
F -3.109 -2.638 -0.106
F -2.032 -1.077 -1.287
F -3.689 0.395 -0.803
F -4.144 -1.558 -1.751
O 1.880 -3.994 1.989
C 0.675 -4.401 2.275
N -0.406 -4.628 2.598
H 3.908 -0.078 1.647
H 4.808 -0.152 0.095
H 5.673 -0.194 1.613
H 4.014 -3.385 3.193
H 5.635 -3.877 2.740
H 5.385 -2.280 3.449
H 4.112 -4.952 0.973
H 2.704 -5.139 -0.049
H 2.481 -1.386 2.332
H 0.763 -1.830 2.408
H 0.449 -0.747 0.109
H 2.096 -0.237 0.177
C -0.805 6.958 0.662
C 0.181 6.044 -0.022
C -0.207 4.587 -0.115
O 1.226 6.452 -0.475
H -0.421 7.976 0.666
H -1.759 6.932 0.135
H -0.964 6.629 1.690
H -1.139 4.488 -0.674
H -0.347 4.173 0.882
H 0.579 4.035 -0.626
C -1.972 -1.012 -4.457
C -1.616 -0.405 -5.792
C -0.786 -1.258 -6.722
O -1.974 0.707 -6.102
H -2.566 -0.302 -3.886
H -2.551 -1.925 -4.604
H -1.065 -1.246 -3.901
H -1.316 -2.183 -6.955
H 0.166 -1.508 -6.250
H -0.596 -0.712 -7.644
C -6.136 5.954 2.051
C -5.125 5.067 1.367
C -5.450 3.596 1.280
O -4.096 5.511 0.910
H -5.780 6.982 2.047
H -7.092 5.903 1.528
H -6.281 5.629 3.082
H -6.379 3.446 0.727
H -5.563 3.179 2.282
H -4.643 3.081 0.767

=====

(5)
53
Properties=species:S:1:pos:R:3 method="wB97M-V/def2-TZVPD" homo_lumo_gap_ev=9.4 smiles="Cc1ccc(C)c(C(=O)COC(=O)[C@@H](C)N2C(=O)[C@@H]3[C@H]4CC[C@H](C4)[C@@H]3C2=O)c1" e_tot_ha=-1284.364966 relative_energy_ev=0.268 e_lumo_ev=0.54
C -0.678 -1.386 -3.045
C -1.439 -1.479 -1.757
C -1.227 -2.508 -0.851
C -1.940 -2.562 0.333
C -2.888 -1.603 0.654
C -3.616 -1.664 1.958
C -3.107 -0.559 -0.257
C -4.130 0.476 0.009
O -5.251 0.244 0.389
C -3.711 1.930 -0.257
O -2.453 2.248 0.325
C -1.411 2.412 -0.474
O -1.439 2.320 -1.675
C -0.123 2.735 0.289
C -0.322 2.989 1.776
N 0.790 1.629 0.043
C 0.550 0.334 0.459
O -0.387 -0.005 1.134
C 1.679 -0.531 -0.052
C 2.572 -1.047 1.091
C 3.612 -1.989 0.472
C 4.542 -1.028 -0.299
C 3.923 0.349 -0.030
C 3.422 0.184 1.405
C 2.601 0.424 -0.818
C 1.949 1.782 -0.698
O 2.344 2.834 -1.124
C -2.386 -0.514 -1.447
H 0.166 -2.073 -3.055
H -0.315 -0.371 -3.198
H -1.328 -1.635 -3.884
H -0.498 -3.277 -1.071
H -1.751 -3.367 1.028
H -3.359 -0.798 2.567
H -3.347 -2.565 2.504
H -4.692 -1.652 1.799
H -4.454 2.591 0.199
H -3.672 2.108 -1.339
H 0.338 3.603 -0.202
H -0.994 3.831 1.918
H 0.635 3.220 2.240
H -0.751 2.112 2.252
H 1.261 -1.348 -0.639
H 2.004 -1.477 1.913
H 3.151 -2.732 -0.177
H 4.155 -2.518 1.254
H 4.582 -1.254 -1.364
H 5.559 -1.067 0.090
H 4.585 1.189 -0.227
H 4.225 -0.027 2.108
H 2.843 1.033 1.766
H 2.746 0.186 -1.872
H -2.566 0.274 -2.162

=====

(6)
54
Properties=species:S:1:pos:R:3 method="wB97M-V/def2-TZVPD" homo_lumo_gap_ev=6.7 total_charge=-1 e_tot_ha=-2105.327313 e_lumo_ev=0.99
Pd -0.967 -0.238 -0.134
O 1.598 -0.809 -0.429
C 1.617 -1.933 -1.322
C 0.279 -2.099 -2.119
O 0.322 -2.780 -3.131
O -0.787 -1.499 -1.721
C 1.770 -3.192 -0.478
C 1.948 -4.420 -1.112
C 2.087 -5.576 -0.364
C 2.045 -5.523 1.025
C 1.866 -4.306 1.659
C 1.729 -3.142 0.909
C 2.810 -1.726 -2.250
C 4.087 -1.874 -1.709
C 5.214 -1.599 -2.464
C 5.081 -1.168 -3.778
C 3.816 -1.014 -4.321
C 2.684 -1.292 -3.564
H 1.789 -0.023 -0.958
H 1.959 -4.457 -2.193
H 2.219 -6.526 -0.867
H 2.140 -6.430 1.609
H 1.802 -4.257 2.737
H 1.584 -2.194 1.408
H 4.188 -2.214 -0.685
H 6.198 -1.724 -2.029
H 5.960 -0.955 -4.374
H 3.701 -0.679 -5.344
H 1.702 -1.188 -4.005
N -2.005 -1.504 0.917
C -2.467 -2.437 1.425
C -2.994 -3.511 2.112
C -4.193 -4.129 1.683
N -5.170 -4.640 1.344
C -2.344 -3.942 3.294
N -1.820 -4.277 4.267
C 3.078 4.191 3.996
C 2.201 3.749 2.857
C 1.918 2.403 2.649
C 1.110 1.999 1.599
C 0.571 2.949 0.744
C 0.847 4.295 0.928
C 1.656 4.686 1.982
S -0.522 2.463 -0.565
O -0.527 3.515 -1.532
O -1.791 2.098 0.070
O 0.072 1.173 -1.100
H 3.428 3.340 4.578
H 2.536 4.861 4.667
H 3.952 4.733 3.629
H 2.340 1.658 3.313
H 0.915 0.944 1.442
H 0.432 5.019 0.240
H 1.874 5.738 2.126

=====

(7)
22
Properties=species:S:1:pos:R:3 method="wB97M-V/def2-TZVPD" homo_lumo_gap_ev=8.0 total_charge=+1 e_tot_ha=-852.096748 relative_energy_ev=3.692 e_lumo_ev=-3.44
C 4.184 -0.411 -0.464
C 2.803 -0.601 -0.200
C 1.913 0.442 0.178
C 2.073 -1.728 -0.392
C 2.243 1.889 0.586
C -0.603 0.475 0.555
N 5.244 -0.120 -0.777
N 0.832 -1.381 -0.107
N -5.309 -0.447 -0.520
N 0.679 -0.041 0.190
S -3.428 -0.617 -0.325
H 2.316 -2.741 -0.751
H 2.286 2.627 -0.226
H 3.386 1.918 0.842
H 1.515 2.057 1.360
H -0.411 1.491 1.029
H -1.357 0.808 -0.255
H -1.158 -0.223 1.108
H -5.717 -1.364 -0.289
H -5.817 -0.265 -1.474
H -5.669 0.245 0.158
H -0.006 -2.010 -0.225

=====

(8)
115
Properties=species:S:1:pos:R:3 method="wB97M-V/def2-TZVPD" homo_lumo_gap_ev=5.8 e_tot_ha=-2891.264438 e_lumo_ev=-0.64
Y -0.040 -0.036 -0.060
C 5.514 -1.789 2.915
C 5.445 -0.679 1.859
C 4.077 -0.079 1.749
C 3.610 1.048 2.357
C 4.382 2.019 3.196
C 4.943 3.181 2.369
C 2.208 1.157 2.011
C 1.326 2.127 2.493
C -0.061 2.184 2.338
C -0.936 3.151 2.974
C -0.495 4.258 3.881
C -0.402 3.823 5.347
C -2.210 2.802 2.640
C -2.110 1.627 1.796
C -3.195 0.913 1.276
C -3.170 -0.315 0.620
N -2.042 -1.023 0.348
C -2.420 -2.164 -0.285
C -1.546 -3.143 -0.755
C -0.152 -3.161 -0.675
N 0.609 -2.182 -0.114
C 1.909 -2.584 -0.182
C 2.986 -1.880 0.348
C 2.959 -0.666 1.042
N 1.856 0.116 1.202
C 1.982 -3.882 -0.828
C 0.706 -4.238 -1.139
C 0.226 -5.509 -1.767
C -0.214 -6.549 -0.729
C 3.239 -4.666 -1.043
C 3.711 -5.392 0.223
C -3.869 -2.201 -0.404
C -4.334 -1.052 0.154
C -5.755 -0.615 0.331
C -6.295 -0.915 1.736
C -4.654 -3.335 -0.988
C -4.834 -4.497 -0.003
N -0.804 1.292 1.627
C -3.492 3.427 3.101
C -4.187 2.630 4.213
H 6.516 -2.217 2.977
H 4.811 -2.591 2.679
H 5.246 -1.397 3.898
H 5.754 -1.076 0.889
H 6.164 0.104 2.109
H 5.201 1.497 3.696
H 3.745 2.412 3.991
H 5.597 2.808 1.579
H 5.513 3.873 2.991
H 4.132 3.738 1.892
H 1.765 2.901 3.112
H -1.188 5.098 3.792
H 0.477 4.635 3.554
H -1.378 3.501 5.716
H -0.050 4.639 5.982
H 0.286 2.981 5.455
H -4.175 1.343 1.448
H -2.005 -3.997 -1.240
H 3.958 -2.351 0.252
H 1.019 -5.929 -2.390
H -0.606 -5.292 -2.441
H 0.618 -6.811 -0.072
H -0.572 -7.462 -1.209
H -1.016 -6.154 -0.101
H 4.029 -4.000 -1.401
H 3.075 -5.399 -1.835
H 3.889 -4.687 1.037
H 4.636 -5.942 0.039
H 2.954 -6.100 0.564
H -6.382 -1.113 -0.411
H -5.838 0.456 0.131
H -6.284 -1.989 1.930
H -7.319 -0.557 1.851
H -5.677 -0.438 2.500
H -4.154 -3.696 -1.891
H -5.633 -2.972 -1.307
H -3.866 -4.900 0.304
H -5.417 -5.306 -0.447
H -5.349 -4.159 0.899
H -4.175 3.534 2.253
H -3.288 4.439 3.458
H -4.408 1.613 3.885
H -5.123 3.105 4.513
H -3.545 2.556 5.092
O 2.508 -0.103 -4.437
C 1.296 0.049 -5.029
C 1.201 0.176 -6.414
C -0.030 0.318 -7.028
C -1.193 0.326 -6.270
C -1.097 0.196 -4.896
C 0.132 0.066 -4.251
C 0.123 0.008 -2.755
O 1.180 0.173 -2.092
O -0.998 -0.144 -2.167
H 3.183 -0.092 -5.125
H 2.110 0.165 -7.007
H -0.078 0.420 -8.105
H -2.160 0.434 -6.745
H -1.984 0.191 -4.276
N 1.694 6.529 -3.344
C 0.976 5.516 -3.854
S 0.563 5.425 -5.444
C 0.587 4.473 -2.854
C -0.618 3.798 -2.969
C -0.928 2.823 -2.041
N -0.114 2.477 -1.039
C 1.040 3.134 -0.927
C 1.427 4.135 -1.801
H 1.984 7.266 -3.964
H 1.833 6.634 -2.355
H -1.292 4.023 -3.785
H -1.854 2.269 -2.115
H 1.696 2.828 -0.119
H 2.403 4.588 -1.683